C53H44FeGeN2OS4SbSe2 | the ωB97M-V functional and the def2-TZVPD basis

Results
2S+1: 6
Relative energy (zero: lowest compared OMol25 entry of this formula, charge and spin), kJ/mol: 0.00
⟨S²⟩: 8.769
Kohn-Sham gap (spin up / spin down), eV: 5.40 / 5.49
Charge: -2
LUMO energy (spin up / spin down), eV: 4.03 / 4.02

Each line ends with the Mulliken spin population.
Atoms and positions in Å:
Sb  0.21845  3.08890  0.08142  -0.053
Se  1.53908  0.53716  1.92724  0.042
Se  2.78009  -2.54428  0.13045  0.106
Ge  0.19835  -4.08020  -0.64290  -0.165
Fe  0.27498  -0.34580  -0.35549  3.764
S  0.04190  0.26859  -2.94821  0.062
S  -2.36421  0.71346  -4.69152  0.000
S  -2.20390  -0.41110  -0.49949  0.091
S  -4.28233  0.08015  -2.59897  -0.001
O  -4.97672  0.75503  -5.05186  0.001
N  -0.67082  -1.08769  1.97602  -0.018
N  2.56204  -0.04085  -1.12301  0.036
C  -1.56620  7.10122  -0.92361  0.000
C  2.99411  3.37171  1.14942  -0.003
C  -1.72151  -2.13193  3.84112  0.001
C  3.00828  -5.98160  -3.16340  0.012
C  2.19352  -5.06275  -2.52359  0.010
C  1.42461  -5.42389  -1.41693  -0.008
C  3.00349  1.00825  -1.80876  -0.020
C  0.50760  -5.19281  2.06857  -0.027
C  3.07978  -7.28835  -2.70159  0.000
C  -1.68973  0.30158  -3.11847  0.011
C  -1.34318  5.84542  -0.37877  0.000
C  3.44010  -0.91717  -0.64832  0.001
C  4.04561  4.90767  2.64459  -0.001
C  -0.40476  -4.84051  1.07712  0.043
C  2.80948  5.47691  2.88731  0.000
C  1.75892  4.74109  -2.25090  -0.001
C  0.35750  5.69483  2.60852  0.000
C  -1.47923  2.97800  1.37633  0.014
C  -0.26565  5.05959  -0.76442  0.007
C  -2.58420  0.01101  -2.14974  0.009
C  4.13916  3.83908  1.76922  0.000
C  -1.33956  -4.12152  -1.84509  0.037
C  4.34730  1.27267  -1.99937  0.018
C  -1.65590  -3.01758  -2.62795  0.016
C  0.59446  5.55400  -1.75337  -0.004
C  -2.75958  2.91549  0.81076  -0.010
C  -3.84836  2.68869  1.65121  0.003
C  -1.26714  -5.76976  3.58100  0.001
C  -4.06543  0.53415  -4.28573  0.001
C  0.25084  -0.55391  2.77543  0.025
C  0.37517  6.81925  -2.28926  0.000
C  1.65175  5.01619  2.26151  -0.001
C  5.27071  0.39589  -1.43560  0.001
C  0.08721  -5.65140  3.30679  0.003
C  1.51268  -6.73566  -0.96612  0.009
C  0.98114  -2.35772  -0.44551  0.947
C  -2.70271  -3.07062  -3.53882  0.007
C  -1.75981  -4.96106  1.37337  -0.009
C  -3.68543  2.51688  3.01425  0.000
C  -3.44186  -4.23381  -3.67948  0.000
C  4.81753  -0.71643  -0.76135  -0.002
C  -3.12551  -5.35089  -2.91463  0.001
C  -3.00594  3.07150  -0.66338  0.005
C  1.74047  3.94976  1.36255  0.015
C  -2.07785  -5.29245  -2.00907  0.008
C  -0.69570  7.59622  -1.87826  0.000
C  -2.19153  -5.42300  2.60863  0.003
C  -0.74978  -1.60054  4.68167  -0.001
C  -2.41616  2.57252  3.56901  0.000
C  -1.32454  2.80291  2.74853  -0.007
C  -1.63241  -1.83899  2.49289  -0.002
C  0.24237  -0.80499  4.15226  -0.004
C  2.33130  -7.66329  -1.59939  0.000
H  2.52003  4.62290  -1.47373  0.000
H  0.81805  -5.90744  4.06377  0.000
H  2.15530  -4.04054  -2.88539  0.016
H  -4.54788  2.31864  3.64058  0.000
H  -2.04008  5.46699  0.36031  0.000
H  2.23219  1.65643  -2.20585  0.000
H  3.07793  2.51983  0.49013  0.002
H  -1.08359  -2.10248  -2.53072  -0.011
H  4.65373  2.14194  -2.56264  0.001
H  -2.51693  -2.76351  4.21181  0.000
H  2.72603  6.29990  3.58853  0.000
H  -4.83476  2.60910  1.21029  -0.001
H  -2.93830  -2.19122  -4.13065  0.000
H  0.93271  -7.04919  -0.10770  0.002
H  1.01170  -0.37334  4.77712  0.000
H  0.24540  5.76839  3.69114  0.000
H  6.33604  0.56982  -1.53570  0.000
H  -3.69697  -6.26705  -3.02524  0.000
H  -1.59865  -6.11664  4.55242  0.000
H  -2.42050  7.68506  -0.60388  0.000
H  4.92636  5.28576  3.14853  0.000
H  5.09033  3.35745  1.57639  0.000
H  -4.26236  -4.27292  -4.38555  0.000
H  1.57222  -5.09634  1.88053  0.005
H  5.50266  -1.44477  -0.34590  0.003
H  2.38331  -8.67957  -1.22708  0.000
H  -1.83673  -6.17258  -1.42372  0.000
H  0.32495  6.70537  2.19666  0.000
H  3.71952  -8.00855  -3.19735  0.000
H  -0.76796  -1.81042  5.74394  0.000
H  -3.06037  4.12160  -0.95573  0.000
H  -3.94050  2.58725  -0.94145  0.002
H  1.04950  7.19134  -3.05153  0.000
H  -2.34778  -2.22382  1.77599  0.001
H  1.44300  3.74103  -2.55826  0.003
H  2.22727  5.22197  -3.11015  0.000
H  3.59067  -5.67761  -4.02461  0.000
H  -0.32633  2.80733  3.17286  0.001
H  -0.85616  8.57520  -2.31456  0.000
H  -2.49532  -4.68048  0.63006  0.000
H  -3.25211  -5.50182  2.81526  0.000
H  -2.22975  2.59131  -1.26142  0.000
H  -0.50010  5.15320  2.22797  0.000
H  -2.26803  2.40928  4.62967  0.000


C8H18NOS | the ωB97M-V functional and the def2-TZVPD basis

Results
Relative energy (zero: lowest compared OMol25 entry of this formula, charge and spin), kJ/mol: 0.00
Kohn-Sham gap, eV: 11.43
Charge: +1
LUMO energy, eV: -2.49

Each line ends with the natural charge from an NBO analysis.
Atoms and positions in Å:
S  0.86206  0.12668  1.04316  0.534
O  2.88697  1.53856  -0.62011  -0.668
N  3.84958  2.85613  -2.17304  -0.760
C  -1.83433  -0.23016  0.32735  -0.064
C  -0.41105  -0.25325  -0.24153  -0.491
C  2.97191  1.95230  -1.77184  0.554
C  1.37849  -2.60663  1.06879  -0.332
C  -2.01188  -1.32378  1.38002  -0.615
C  1.83301  -1.38158  1.21574  -0.357
C  -2.78268  -0.48061  -0.84978  -0.604
C  -2.12384  1.14020  0.94142  -0.619
H  4.50888  3.24224  -1.50914  0.420
H  -2.71774  0.32419  -1.57802  0.215
H  2.83668  -1.14438  1.53738  0.251
H  -1.28135  -1.22349  2.18209  0.205
H  2.30204  1.58275  -2.56431  0.136
H  -3.80657  -0.53355  -0.49294  0.233
H  3.90226  3.16999  -3.12894  0.420
H  -1.91766  -2.31318  0.93767  0.211
H  -0.30422  0.51777  -1.00344  0.245
H  -3.16093  1.19149  1.26107  0.235
H  -3.00209  -1.25116  1.81881  0.238
H  -0.16472  -1.22188  -0.67335  0.247
H  -1.49691  1.32343  1.81176  0.212
H  0.36602  -2.83792  0.77481  0.213
H  -1.95739  1.93456  0.21719  0.212
H  1.79009  0.76461  0.19799  0.273
H  2.03391  -3.44486  1.23996  0.241
H  -2.54854  -1.41846  -1.34878  0.214


C6H7ClN2O3 | the ωB97M-V functional and the def2-TZVPD basis

Results
Relative energy (zero: lowest compared OMol25 entry of this formula, charge and spin), kJ/mol: 0.00
Kohn-Sham gap, eV: 8.95
Charge: 0
LUMO energy, eV: 0.70

Each line ends with the natural charge from an NBO analysis.
Atoms and positions in Å:
Cl  1.92938  2.45548  -0.04448  -0.003
O  -0.06849  -0.08332  1.23913  -0.537
O  0.81233  -2.93146  -1.45335  -0.519
O  2.41222  -2.11570  -0.03213  -0.510
N  -0.26748  -0.17100  -2.05913  -0.500
N  -1.76253  -0.22534  -0.39455  -0.624
C  -0.69341  0.57356  0.16553  0.199
C  1.32932  1.40531  -1.25218  -0.231
C  -1.35887  -0.67368  -1.61182  0.292
C  0.22967  0.66688  -1.07212  0.082
C  1.60881  -2.50897  -0.74682  1.028
C  -0.14982  0.56792  2.48762  -0.249
H  -1.18848  0.66895  2.82310  0.162
H  -1.05847  1.56604  0.46865  0.188
H  0.31681  1.55686  2.44764  0.180
H  -1.94846  -1.37465  -2.17305  0.200
H  -2.42846  -0.69500  0.19465  0.409
H  0.39867  -0.06280  3.18424  0.202
H  1.88725  1.38093  -2.17093  0.230


C2H5NO3 | the ωB97M-V functional and the def2-TZVPD basis

Results
Relative energy (zero: lowest compared OMol25 entry of this formula, charge and spin), kJ/mol: 109.07
Kohn-Sham gap, eV: 10.87
Charge: 0
LUMO energy, eV: 0.71

Each line ends with the natural charge from an NBO analysis.
Atoms and positions in Å:
O  0.40134  1.34513  -5.55613  -0.751
O  -1.14058  0.87719  4.36105  -0.566
O  -0.46514  -0.07156  -4.06963  -0.513
N  0.31085  -0.79413  3.86870  -0.840
C  -0.86670  -0.29871  4.38981  0.522
C  0.46641  0.56826  -4.43211  0.649
H  0.45626  -0.45197  2.93519  0.398
H  1.41826  0.75863  -3.90131  0.110
H  0.54195  0.88260  -6.39882  0.505
H  -1.58167  -1.01317  4.81782  0.106
H  0.45902  -1.80228  3.98542  0.380


| no. | energy (Ha) |
| --- | --- |
| 1 | -12207.3665 |
| 2 | -843.5473 |
| 3 | -1028.2575 |
| 4 | -359.6678 |